{"formula": "H12N4", "method": "ωB97M-V with the def2-TZVPD basis set", "species": ["N", "H", "H", "H", "N", "H", "H", "H", "N", "H", "H", "H", "N", "H", "H", "H"], "xyz": [[-1.239, 4.216, 1.812], [-1.230, 3.441, 2.324], [-0.475, 4.762, 2.280], [-1.126, 4.040, 0.726], [-2.477, 1.014, 0.597], [-1.861, 0.694, 1.312], [-3.184, 0.325, 0.460], [-3.080, 1.767, 0.870], [0.018, -2.933, 0.181], [0.185, -3.052, 1.096], [-0.271, -1.956, 0.194], [0.762, -3.125, -0.431], [3.619, -2.553, -2.874], [3.100, -2.509, -2.067], [2.965, -2.360, -3.785], [4.294, -1.772, -2.695]], "forces_ev_per_angstrom": [[0.99, 4.39, -3.92], [-0.33, -4.57, 2.00], [-0.86, -0.30, -1.54], [0.18, 0.44, 3.45], [-0.50, 0.18, -1.10], [0.17, 0.10, 0.76], [-0.10, -1.18, -0.33], [0.45, 0.92, 0.68], [-2.63, 1.60, -2.43], [1.37, -1.43, 3.85], [0.20, -0.17, -0.99], [1.05, 0.00, -0.44], [0.65, 1.27, -4.25], [-2.12, -0.20, 2.02], [2.26, -0.25, 3.30], [-0.79, -0.81, -1.05]], "mulliken_charge": [-0.6371, 0.1815, 0.2104, 0.2448, -0.6450, 0.2103, 0.2176, 0.2180, -0.6427, 0.1990, 0.2179, 0.2282, -0.6500, 0.1707, 0.2416, 0.2346], "homo_ev": -9.98, "gap_ev": 10.66, "de_lowest_ev": 1.316, "smiles": "N.N.N.N", "max_force_ha_per_bohr": 0.116, "charge": 0}

=====

{"formula": "CH11NP6", "method": "ωB97M-V with the def2-TZVPD basis set", "species": ["C", "P", "P", "P", "P", "P", "N", "P", "H", "H", "H", "H", "H", "H", "H", "H", "H", "H", "H"], "xyz": [[1.062, -0.091, 2.069], [2.099, -0.898, 0.792], [0.514, -1.228, -0.653], [-1.216, -1.935, 0.604], [-2.575, -0.394, 1.179], [0.083, 0.917, -0.994], [-1.109, 0.869, -2.203], [1.914, 1.282, -2.199], [0.539, 0.913, 1.662], [1.681, 0.145, 2.950], [0.180, -0.723, 2.371], [2.062, -2.389, 1.032], [-1.978, -2.206, -0.567], [-1.696, 0.763, 1.096], [-2.262, -0.564, 2.375], [-0.914, 0.392, -3.069], [-2.044, 0.687, -1.986], [1.438, 2.082, -3.209], [2.223, 2.379, -1.251]], "forces_ev_per_angstrom": [[-1.78, 1.18, 0.57], [-0.01, -1.18, -0.39], [-0.38, -0.12, -0.52], [0.60, -0.89, -1.27], [-1.18, 2.19, -4.37], [-0.54, 0.07, -0.23], [1.24, 0.25, -1.03], [1.03, 0.10, 1.80], [1.63, -2.23, 0.75], [-0.41, 0.03, -0.24], [1.05, 0.50, -0.01], [0.00, 1.64, 0.45], [0.27, -0.27, 0.09], [-0.56, -0.51, -0.15], [0.98, -0.52, 5.30], [0.28, -0.12, -0.12], [-1.54, -0.06, 0.91], [-0.71, 0.68, -0.43], [0.02, -0.74, -1.11]], "mulliken_charge": [-0.6314, -0.0934, -0.0261, -0.1134, -0.0638, -0.0328, -0.5325, -0.1994, 0.2099, 0.3603, 0.1511, 0.0889, 0.0912, 0.0784, 0.0293, 0.2553, 0.2492, 0.0823, 0.0969], "homo_ev": -8.15, "gap_ev": 8.61, "de_lowest_ev": 0.069, "smiles": "C[PH]#P([PH]#[PH2])P(N)#[PH2]", "max_force_ha_per_bohr": 0.105, "charge": 0}

=====

{"formula": "C22H44Cl6O12", "method": "ωB97M-V with the def2-TZVPD basis set", "species": ["C", "C", "O", "C", "O", "O", "C", "H", "H", "H", "H", "H", "H", "H", "H", "C", "C", "O", "C", "O", "O", "C", "H", "H", "H", "H", "H", "H", "H", "H", "C", "C", "O", "C", "O", "O", "C", "H", "H", "H", "H", "H", "H", "H", "H", "C", "C", "O", "C", "O", "O", "C", "H", "H", "H", "H", "H", "H", "H", "H", "Cl", "C", "C", "Cl", "H", "H", "H", "H", "Cl", "C", "C", "Cl", "H", "H", "H", "H", "Cl", "C", "C", "Cl", "H", "H", "H", "H"], "xyz": [[-5.145, -4.627, 2.515], [-3.738, -4.941, 2.042], [-3.176, -3.833, 1.364], [-3.474, -3.739, 0.063], [-4.200, -4.455, -0.556], [-2.839, -2.682, -0.433], [-3.300, -2.055, -1.600], [-5.389, -5.327, 3.317], [-5.896, -4.662, 1.724], [-5.256, -3.613, 2.907], [-3.803, -5.901, 1.523], [-3.135, -5.145, 2.926], [-3.678, -2.765, -2.349], [-2.507, -1.497, -2.084], [-4.221, -1.481, -1.469], [0.019, 9.625, -3.685], [0.205, 8.917, -2.362], [0.692, 7.588, -2.455], [0.405, 6.683, -1.525], [-0.236, 6.880, -0.534], [0.911, 5.524, -1.888], [0.641, 4.375, -1.061], [-0.407, 10.582, -3.394], [-0.569, 9.096, -4.432], [1.012, 9.719, -4.132], [-0.760, 8.886, -1.842], [0.903, 9.460, -1.721], [1.389, 3.628, -1.294], [-0.383, 4.096, -1.313], [0.656, 4.728, -0.030], [3.809, 0.363, 3.178], [3.380, 0.079, 1.780], [3.661, 1.189, 0.914], [3.622, 0.972, -0.404], [3.252, 1.773, -1.205], [4.221, -0.190, -0.708], [5.010, -0.216, -1.880], [3.522, 1.382, 3.470], [4.886, 0.329, 3.351], [3.395, -0.307, 3.931], [2.371, -0.312, 1.705], [4.085, -0.720, 1.536], [4.395, -0.267, -2.772], [5.802, -0.966, -1.867], [5.672, 0.657, -1.936], [-1.537, -7.197, 4.610], [-1.593, -7.404, 3.114], [-0.792, -6.336, 2.580], [-0.499, -6.381, 1.293], [-0.867, -7.199, 0.502], [0.325, -5.364, 1.012], [0.514, -5.056, -0.367], [-2.063, -7.985, 5.149], [-1.995, -6.252, 4.924], [-0.521, -7.088, 4.983], [-2.518, -7.428, 2.544], [-0.995, -8.310, 2.959], [-0.054, -5.735, -1.001], [1.591, -4.975, -0.484], [0.047, -4.100, -0.619], [-0.043, 5.186, 4.537], [0.203, 4.306, 3.043], [-0.919, 3.361, 2.684], [-2.231, 4.252, 1.936], [1.163, 3.797, 3.119], [0.223, 5.068, 2.267], [-1.226, 2.693, 3.486], [-0.515, 2.724, 1.890], [0.464, 2.318, -3.711], [1.384, 0.914, -4.337], [1.499, 0.847, -5.872], [2.417, 2.248, -6.420], [0.790, 0.043, -4.053], [2.363, 0.780, -3.887], [0.479, 0.816, -6.262], [1.907, -0.089, -6.250], [1.096, -1.497, -0.370], [-0.159, -0.453, 0.400], [-0.538, 0.662, -0.549], [-2.129, 1.291, -0.106], [0.263, -0.064, 1.323], [-0.974, -1.140, 0.615], [-0.450, 0.379, -1.594], [0.090, 1.541, -0.407]], "forces_ev_per_angstrom": [[-0.45, 0.41, 0.10], [-1.20, -0.59, 1.26], [0.68, -0.23, -0.73], [-0.24, 0.26, 0.03], [-0.42, -0.46, -0.19], [0.88, 0.72, 0.82], [-1.48, -0.79, -1.75], [-0.26, 0.01, -0.13], [0.15, -0.43, -0.08], [0.42, -0.05, 0.24], [0.47, 0.47, -0.79], [0.34, 0.47, -0.17], [0.57, -0.42, 0.21], [0.13, 0.22, 0.46], [0.45, 0.54, 0.69], [1.24, -0.66, 0.11], [-1.10, -0.08, 1.23], [0.66, -0.49, -1.30], [-0.41, 0.30, -0.03], [-0.41, 0.24, 0.78], [0.96, -0.47, -0.80], [-0.65, 1.31, 0.08], [0.02, 0.18, -0.53], [-0.42, -0.04, 0.35], [-0.13, 0.51, -0.10], [0.18, -0.02, 0.09], [-0.08, 0.18, -0.11], [-0.02, -0.02, 0.01], [0.08, -0.55, 0.21], [0.11, -0.41, 0.11], [-0.02, 1.69, 1.41], [1.88, -1.60, 0.18], [-1.38, 0.24, 0.53], [1.11, -0.16, -0.19], [-0.32, 0.32, -0.14], [0.45, -0.76, 0.38], [0.97, 0.93, -0.76], [-0.15, -0.14, 0.09], [0.04, -0.06, -0.49], [-0.31, -0.17, -0.33], [-0.15, 0.43, -0.21], [-0.58, -0.24, -0.74], [0.05, -0.13, -0.10], [-0.87, -0.82, 0.43], [-0.69, 0.46, -0.02], [-1.16, 0.89, 0.53], [1.97, -0.46, 0.14], [0.11, 0.61, 0.25], [0.57, 0.41, -0.29], [-0.59, -0.59, -0.23], [-0.50, 0.25, 0.46], [-0.61, 0.48, -0.25], [0.15, -0.12, -0.07], [-0.24, -0.07, -0.22], [0.17, -0.48, -0.33], [-0.27, -0.21, 0.57], [-0.57, -0.17, -0.51], [0.80, -0.59, 0.01], [-0.07, -0.30, -0.58], [0.25, 0.22, 0.57], [-0.22, 0.28, 0.81], [0.02, 0.09, -0.49], [1.05, -0.53, -0.50], [-0.71, 0.11, 0.16], [-0.09, -0.06, -0.07], [0.37, -0.10, -0.08], [-0.31, 0.34, 0.12], [-0.11, -0.06, 0.04], [0.54, -0.32, -0.37], [-0.27, -1.40, -0.69], [-1.10, 0.21, 0.93], [0.08, -0.01, -0.52], [0.03, 0.00, 0.14], [-0.03, 0.67, 0.32], [0.10, 0.70, -0.24], [0.63, 0.10, 0.42], [0.06, 0.27, 0.04], [0.17, -0.49, -0.25], [0.57, 0.56, 0.33], [-0.60, -0.10, -0.17], [-0.08, -0.05, 0.05], [-0.16, 0.21, -0.01], [-0.47, -0.10, 0.01], [0.41, -0.29, -0.14]], "mulliken_charge": [-1.5209, 0.1841, -0.2797, 0.6138, -0.5725, -0.1536, -0.7529, 0.4265, 0.3300, 0.3244, 0.2044, 0.2630, 0.3660, 0.1795, 0.3190, -1.1374, -0.2135, -0.3279, 0.7117, -0.5914, -0.3307, -0.0472, 0.3517, 0.3118, 0.2901, 0.3141, 0.2802, 0.0513, 0.2474, 0.1190, -1.3947, 0.4760, -0.3239, 0.7887, -0.5525, -0.2819, -0.7221, 0.2828, 0.3331, 0.3876, -0.0798, 0.2002, 0.2062, 0.2869, 0.3323, -1.2741, -0.2823, -0.2943, 0.8644, -0.5938, -0.2935, -0.4289, 0.3803, 0.3167, 0.3097, 0.3469, 0.4006, 0.3695, 0.2644, -0.0353, -0.1997, -0.1106, 0.1928, -0.1503, 0.1712, 0.0177, 0.4119, -0.3580, -0.1160, -0.1238, -0.5155, -0.1825, 0.2443, 0.0323, 0.3116, 0.3760, -0.2525, -0.0998, -0.0450, -0.1506, 0.3272, 0.2622, 0.0438, -0.0359], "homo_ev": -10.46, "gap_ev": 10.78, "de_lowest_ev": 0.000, "smiles": "CCOC(=O)OC.CCOC(=O)OC.CCOC(=O)OC.CCOC(=O)OC.ClCCCl.ClCCCl.ClCCCl", "max_force_ha_per_bohr": 0.048, "charge": 0}